15
Properties=species:S:1:pos:R:3 method="wB97M-V/def2-TZVPD" smiles="CC=O.NCO" gap_ev=10.25 fmax_ev_per_a=0.98 homo_energy_ev=-9.509 charge=0
C -2.71090 0.47755 0.43448
C -2.01842 -0.70752 -0.17022
O -1.06347 -0.57634 -0.89747
H -3.48911 0.79060 -0.27143
H -3.27266 0.22888 1.33357
H -1.96420 1.26179 0.52778
H -2.46566 -1.69383 0.01884
N 1.68382 -0.96880 0.52075
C 1.89257 0.44798 0.59754
O 2.12568 1.18036 -0.60594
H 2.13101 -1.40009 -0.27401
H 0.69674 -1.11181 0.32052
H 2.80255 0.70181 1.14492
H 1.03871 0.84136 1.15614
H 1.35452 1.10801 -1.19693